C15H16ClFeN as an isolated structure. Source: the OMol25 dataset; level of theory: ωB97M-V/def2-TZVPD.

Relative energy (zero: lowest compared OMol25 entry of this formula, charge and spin) ... 0.0 kJ/mol
Net charge ... -2
E_tot ... -64205.646 eV
LUMO (spin up / spin down) ... 5.51 / 5.51 eV
2S+1 ... 5
HOMO energy (spin up / spin down) ... 2.972 / -0.635 eV

CARTESIAN COORDINATES (ANGSTROEM)
C: 0.12757 -1.16705 -1.75322
C: -1.12871 -1.39793 -1.14332
C: -0.92585 -2.16897 0.06234
C: 0.47233 -2.51342 0.12514
C: 1.13199 -1.81758 -0.97137
Fe: 0.23356 -0.53192 0.34413
C: -1.55813 1.90345 -1.66104
C: -0.71954 2.77530 -2.22948
C: 0.51816 3.23995 -2.18256
N: 1.70157 -0.19641 1.00106
H: -1.72463 -2.42133 0.76582
H: -2.09528 -1.12173 -1.57313
H: 0.94684 -3.15320 0.87377
H: 2.17552 -1.82960 -1.22796
H: 0.26947 -0.65514 -2.70897
H: -1.92693 1.02418 -2.19998
H: 2.43907 0.55598 1.03065
H: -1.87488 2.02048 -0.60046
H: 0.83970 4.02089 -2.85908
H: 1.29672 2.84566 -1.52207
Cl: 0.44283 2.79134 2.65009
C: 0.42267 1.25507 3.43723
C: 1.38990 1.00521 4.40267
C: 1.49461 -0.27340 4.97186
C: 0.61767 -1.28459 4.57233
C: -0.33745 -1.04587 3.59327
C: -0.44562 0.22384 2.97223
C: -1.17312 0.35506 1.70254
H: 2.09724 1.78805 4.66230
H: 2.26552 -0.47032 5.72022
H: 0.72105 -2.28742 5.00231
H: -0.93842 -1.87128 3.20728
H: -2.03250 -0.33747 1.60312
H: -1.45087 1.38486 1.43949

Mulliken atomic charge list, values in e, 8 entries: number 1, C, carries -0.220; number 2, C, carries -0.269; number 3, C, carries -1.018; number 4, C, carries -0.059; number 5, C, carries -0.825; number 6, Fe, carries 0.154; number 7, C, carries -0.244; number 8, C, carries -1.340

C34H33F3IrN7OS2 as an isolated structure. Source: the OMol25 dataset; level of theory: ωB97M-V/def2-TZVPD.

Relative energy (zero: lowest compared OMol25 entry of this formula, charge and spin) ... 83.1 kJ/mol
Net charge ... +1
E_tot ... -80927.253 eV
LUMO (spin up / spin down) ... -3.62 / -4.22 eV
2S+1 ... 2
HOMO energy (spin up / spin down) ... -10.220 / -10.636 eV

CARTESIAN COORDINATES (ANGSTROEM)
Ir: -0.03772 -0.27448 0.74336
C: 1.21945 -2.46736 3.74073
C: 1.44553 -2.34923 2.26802
N: 1.58976 -1.05214 1.73836
N: 2.79008 -0.86623 1.22802
C: 2.92773 0.06806 0.30050
S: 1.60847 0.73726 -0.51818
S: 4.58851 0.39637 -0.13461
C: 4.54242 2.20141 -0.45890
C: 4.45543 2.99386 0.81229
C: 5.59414 3.22515 1.57869
C: 5.50539 3.91844 2.77441
C: 4.27313 4.37726 3.22334
C: 3.13474 4.14821 2.46612
C: 3.22639 3.46212 1.26286
C: 1.53978 -3.41323 1.42112
C: 1.82494 -4.75090 1.88724
C: 2.04495 -5.74492 1.00874
C: 1.96063 -5.49075 -0.40777
C: 1.61690 -4.28566 -0.90707
C: 1.31332 -3.18954 -0.01857
O: 0.78457 -2.14639 -0.45351
H: 1.13448 -1.48489 4.19730
H: 2.08351 -2.95869 4.19669
H: 0.34064 -3.07163 3.96358
H: 3.71538 2.41258 -1.13276
H: 5.47747 2.38077 -0.98849
H: 6.55480 2.85676 1.23716
H: 6.39762 4.10042 3.35886
H: 4.20405 4.91587 4.15923
H: 2.17122 4.50237 2.80923
H: 2.33713 3.29713 0.66806
H: 1.94551 -4.92522 2.94788
H: 2.31313 -6.73246 1.35629
H: 2.17610 -6.30252 -1.09151
H: 1.51586 -4.11205 -1.96981
C: -2.47376 -2.68845 -4.79364
C: -3.48771 -3.03696 -3.90592
C: -3.30464 -2.87582 -2.54420
C: -2.09794 -2.36182 -2.07860
C: -1.07750 -2.01942 -2.95806
C: -1.26840 -2.18742 -4.32137
N: -1.83629 -2.09034 -0.70380
N: -2.65647 -2.54399 0.09805
C: -2.44815 -2.18316 1.46965
C: -3.35830 -2.79912 2.31228
C: -3.35989 -2.51424 3.66457
C: -2.43678 -1.60267 4.13435
C: -1.54910 -1.03325 3.24129
N: -1.52381 -1.30299 1.92707
H: -2.62723 -2.80908 -5.85807
H: -4.42035 -3.43680 -4.28042
H: -4.07987 -3.13573 -1.83704
H: -0.14559 -1.64500 -2.55337
H: -0.47620 -1.93448 -5.01391
H: -4.05786 -3.49122 1.86690
H: -4.06939 -2.98700 4.32990
H: -2.38944 -1.32192 5.17655
H: -0.81762 -0.32509 3.59359
F: -1.53990 1.57396 2.31900
C: -0.26943 1.38445 1.85532
F: 0.00883 2.54077 1.20169
F: 0.51611 1.40194 2.96330
N: -1.43574 0.63390 -0.41791
C: -1.85973 1.43237 -1.13759
N: -2.35913 2.30671 -1.95362
C: -3.31444 3.33348 -1.50375
C: -2.82753 4.70549 -1.94529
C: -2.55558 4.72573 -3.44951
C: -1.54788 3.64060 -3.82856
C: -2.04988 2.27247 -3.39358
H: -3.41513 3.26249 -0.42237
H: -4.28396 3.10657 -1.95758
H: -1.91166 4.95051 -1.40119
H: -3.58053 5.44735 -1.67607
H: -2.18048 5.70462 -3.74733
H: -3.49151 4.56050 -3.99303
H: -0.59057 3.84065 -3.33947
H: -1.37371 3.62690 -4.90535
H: -1.32092 1.48386 -3.57313
H: -2.97039 2.01493 -3.92665

Mulliken atomic charge list, values in e, 8 entries: number 1, Ir, carries 2.835; number 2, C, carries -2.003; number 3, C, carries 0.399; number 4, N, carries 0.657; number 5, N, carries -1.029; number 6, C, carries 0.544; number 7, S, carries -0.677; number 8, S, carries -0.034

C4H9NO2 as an isolated structure. Source: the OMol25 dataset; level of theory: ωB97M-V/def2-TZVPD.

Relative energy (zero: lowest compared OMol25 entry of this formula, charge and spin) ... 305.1 kJ/mol
Net charge ... 0
E_tot ... -9876.899 eV
LUMO ... 0.36 eV
HOMO energy ... -9.382 eV

CARTESIAN COORDINATES (ANGSTROEM)
C: -1.10079 -0.12273 0.28929
C: -0.80594 -1.29109 1.16314
C: -0.70543 1.16732 0.58466
O: 0.61152 -0.71991 -1.47938
H: 0.85569 -1.62698 -1.23980
H: -1.78506 -0.29473 -0.53123
H: -1.64374 -1.43271 1.85301
H: -0.30102 1.33584 1.57861
H: -0.72420 -2.21557 0.59225
H: 0.11648 -1.14130 1.72141
H: -1.35292 1.96548 0.24126
H: 0.58215 1.64985 -0.25132
N: 1.37498 1.39837 -1.26335
C: 1.68390 0.12448 -1.02051
O: 2.41405 -0.31722 -0.16523
H: 0.78032 1.52090 -2.07279

Mulliken atomic charge list, values in e, 8 entries: number 1, C, carries 0.481; number 2, C, carries -1.162; number 3, C, carries -1.238; number 4, O, carries -0.473; number 5, H, carries 0.290; number 6, H, carries 0.299; number 7, H, carries 0.341; number 8, H, carries 0.337

A 2-piece molecular cluster, C13H13F7NO4S overall. Source: the OMol25 dataset; level of theory: ωB97M-V/def2-TZVPD.

Net charge ... +1
E_tot ... -53222.549 eV
LUMO ... -5.37 eV
HOMO energy ... -12.500 eV

CARTESIAN COORDINATES (ANGSTROEM)
O: -2.10711 0.66776 3.68395
C: -1.60663 0.80987 2.59586
O: -0.53297 0.01787 2.19088
C: -0.87440 -1.14366 1.52370
F: -0.03838 -1.23214 0.50072
F: -2.11428 -1.06818 0.99919
C: -0.73271 -2.44416 2.38720
F: 0.07817 -2.26782 3.42266
F: -0.18263 -3.38351 1.60857
C: -2.07279 -3.04537 2.89398
F: -2.75813 -2.17965 3.62480
F: -2.79715 -3.54887 1.91622
F: -1.74763 -4.05941 3.70106
C: -2.11318 1.91485 1.70009
C: -2.30396 1.80445 0.34826
C: -2.79797 2.84062 -0.35496
N: -3.07689 3.96971 0.27828
C: -2.87582 4.11720 1.58530
C: -2.41034 3.10550 2.32625
H: -2.06704 0.89226 -0.17803
H: -2.95520 2.72691 -1.41575
H: -3.45488 4.72960 -0.27631
H: -3.12910 5.08520 1.98785
H: -2.26607 3.26445 3.38364
C: 3.38233 -1.93359 -2.16857
C: 4.00656 -1.37202 -3.45193
C: 3.07458 -0.27054 -3.97253
S: 2.23428 0.39657 -2.53278
O: 0.82387 0.09602 -2.63406
O: 2.69984 1.73603 -2.27807
C: 2.96925 -0.71936 -1.34265
H: 4.07936 -2.56800 -1.62346
H: 2.50330 -2.53311 -2.41614
H: 4.98628 -0.94773 -3.22406
H: 4.15308 -2.14723 -4.20213
H: 3.62283 0.52898 -4.46429
H: 2.31714 -0.66926 -4.64494
H: 2.24699 -0.95100 -0.56384
H: 3.83739 -0.21924 -0.91398

Mulliken atomic charge list, values in e, 8 entries: number 1, O, carries -0.420; number 2, C, carries 0.030; number 3, O, carries -0.257; number 4, C, carries 0.617; number 5, F, carries -0.273; number 6, F, carries -0.322; number 7, C, carries 0.761; number 8, F, carries -0.279